No. 1
C6H14N2 | ωB97M-V with the def2-TZVPD basis set

Properties
Energy (Eh): -346.51107
SMILES: C/C(N)=N/C(C)(C)C
Relative energy (zero: lowest compared OMol25 entry of this formula, charge and spin) (eV): 0.438
Charge: 0
HOMO energy (eV): -8.9

Each line ends with the natural charge from an NBO analysis.
CARTESIAN COORDINATES (ANGSTROEM)
H 1.94 -0.91 -0.26  0.3837
H 1.80 -1.86 -1.62  0.3879
H -0.48 -2.33 -2.50  0.2083
H -1.56 2.23 0.37  0.2114
H -0.97 -1.34 1.50  0.2186
N -0.57 0.22 -0.70  -0.5132
H 1.94 0.89 0.61  0.1867
H -1.34 1.78 2.06  0.1817
H -0.25 -0.27 2.70  0.2168
C -0.15 -0.65 1.69  -0.6232
H 0.14 -0.95 -3.39  0.2145
C -1.47 1.39 1.05  -0.5826
H 0.94 2.26 0.14  0.2194
C -0.46 -1.25 -2.53  -0.6591
C 0.14 -0.67 -1.27  0.4661
H -1.47 -0.87 -2.67  0.2395
C -0.21 0.52 0.69  0.0813
H -2.37 0.79 1.01  0.2096
H 0.80 -1.18 1.64  0.1916
H 1.10 1.81 1.84  0.2088
C 1.02 1.43 0.83  -0.6177
N 1.47 -1.04 -1.15  -0.8303


No. 2
C6H14N2 | ωB97M-V with the def2-TZVPD basis set

Properties
Energy (Eh): -346.40575
SMILES: C=CC[C@H](N)CNC
Relative energy (zero: lowest compared OMol25 entry of this formula, charge and spin) (eV): 3.304
Charge: 0
HOMO energy (eV): -8.5

Each line ends with the natural charge from an NBO analysis.
CARTESIAN COORDINATES (ANGSTROEM)
N 1.41 -1.12 -1.25  -0.6476
H 2.19 0.05 0.20  0.1968
H -0.04 -2.71 -1.58  0.1703
H 1.64 -1.73 0.87  0.1831
H -1.74 3.16 0.45  0.1932
N -0.02 0.06 2.25  -0.8362
H -3.44 2.40 -0.11  0.2093
C -2.36 2.38 0.04  -0.4103
H 0.46 1.05 -1.02  0.2090
H 0.21 0.96 2.61  0.3579
H 1.37 -2.64 -2.67  0.2011
H 0.25 2.22 0.17  0.2243
C 1.00 -2.49 -1.71  -0.4105
H -0.84 -0.83 0.59  0.1823
C -1.69 1.29 -0.21  -0.1495
C 1.39 -0.73 0.17  -0.2164
H -2.11 0.40 -0.41  0.1786
H 0.77 -0.50 2.64  0.3526
C 0.01 -0.09 0.78  -0.0592
C -0.16 1.19 -0.05  -0.4691
H 0.92 -0.56 -1.86  0.3503
H 1.43 -3.20 -1.00  0.1900


No. 3
C6H14N2 | ωB97M-V with the def2-TZVPD basis set

Properties
Energy (Eh): -346.37858
Relative energy (zero: lowest compared OMol25 entry of this formula, charge and spin) (eV): 4.043
Charge: 0
HOMO energy (eV): -6.0

Each line ends with the natural charge from an NBO analysis.
CARTESIAN COORDINATES (ANGSTROEM)
H 1.48 2.33 0.03  0.3988
H -1.36 -0.48 1.41  0.1770
C -0.48 -0.24 -0.54  -0.5273
H 0.75 1.53 1.28  0.4183
H 1.09 -1.29 1.28  0.3896
H 2.71 1.10 -1.60  0.1958
H -2.98 -1.49 -0.98  0.2005
H -0.42 -0.68 -1.52  0.1969
H 3.39 -0.51 -1.01  0.2091
C -1.41 -0.94 0.42  -0.4189
N 0.93 1.49 0.28  -0.6060
H -3.52 -1.52 0.71  0.1955
H -3.29 0.02 -0.14  0.1917
C 2.71 0.31 -0.86  -0.6218
H -1.07 -1.98 0.57  0.1899
N 1.81 -0.58 1.22  -0.8750
C 1.71 0.19 0.05  0.3571
C -2.89 -0.99 -0.02  -0.6027
H -1.20 1.76 0.05  0.1893
H -0.28 1.71 -1.47  0.2042
C -0.42 1.23 -0.50  -0.2379
H 2.73 -0.97 1.35  0.3758


No. 4
C6H14N2 | ωB97M-V with the def2-TZVPD basis set

Properties
Energy (Eh): -346.44207
SMILES: C=C(CN)CN(C)C
Relative energy (zero: lowest compared OMol25 entry of this formula, charge and spin) (eV): 2.316
Charge: 0
HOMO energy (eV): -8.2

Each line ends with the natural charge from an NBO analysis.
CARTESIAN COORDINATES (ANGSTROEM)
H -3.01 -0.13 -1.19  0.1988
H 0.36 -0.90 1.22  0.2077
C 2.35 0.86 -0.34  -0.2444
H 2.93 1.44 0.38  0.1968
H -0.79 1.98 0.98  0.1983
C 0.22 1.94 0.58  -0.4109
C 0.76 0.82 0.10  -0.0134
H -1.62 0.89 -1.45  0.2087
H -2.20 -1.17 1.58  0.1585
N 3.11 -0.34 -0.58  -0.8114
H 2.74 -0.82 -1.40  0.3514
H 0.78 -1.26 -0.46  0.2063
C 0.24 -0.56 0.19  -0.2765
C -2.11 0.25 -0.70  -0.4133
H -2.89 -2.09 0.23  0.1991
H 3.01 -0.99 0.20  0.3512
H 0.74 2.90 0.52  0.2007
H 2.37 1.46 -1.26  0.1978
H -1.34 -2.58 0.91  0.1960
H -2.46 0.86 0.14  0.1543
C -1.95 -1.71 0.65  -0.4122
N -1.25 -0.84 -0.29  -0.4432


No. 5
C6H14N2 | ωB97M-V with the def2-TZVPD basis set

Properties
Energy (Eh): -346.45175
SMILES: C/C=C/N.C=NCC
Relative energy (zero: lowest compared OMol25 entry of this formula, charge and spin) (eV): 2.052
Charge: 0
HOMO energy (eV): -8.1

Each line ends with the natural charge from an NBO analysis.
CARTESIAN COORDINATES (ANGSTROEM)
H 0.25 1.45 -1.18  0.1771
H -0.09 3.61 -0.86  0.3655
C -1.70 -0.47 -1.87  -0.6299
H 2.04 -2.51 -0.33  0.1498
H -0.26 0.55 2.49  0.2080
C 1.07 -0.90 1.40  -0.2678
N 1.94 -2.05 1.73  -0.3818
H -2.69 1.53 -2.05  0.1824
H -2.34 -0.89 -1.08  0.2094
H 3.09 -3.51 0.89  0.1787
H -2.00 -0.92 -2.83  0.2140
C -1.73 1.05 -1.86  -0.2873
C 2.43 -2.66 0.69  -0.0738
H 0.26 -1.09 0.67  0.1869
H 1.28 0.18 3.29  0.2079
H 1.74 -0.16 0.96  0.1911
C 0.46 -0.26 2.70  -0.6113
C -0.70 1.89 -1.53  -0.0006
H -0.68 -0.83 -1.65  0.2023
N -0.71 3.28 -1.55  -0.8024
H -1.64 3.69 -1.37  0.3695
H -0.03 -1.01 3.34  0.2123


No. 6
C6H14N2 | ωB97M-V with the def2-TZVPD basis set

Properties
Energy (Eh): -346.46962
SMILES: CC1(C)C[C@]1(N)CN
Relative energy (zero: lowest compared OMol25 entry of this formula, charge and spin) (eV): 1.566
Charge: 0
HOMO energy (eV): -8.3

Each line ends with the natural charge from an NBO analysis.
CARTESIAN COORDINATES (ANGSTROEM)
H 1.31 1.65 -0.25  0.1868
H -1.88 -1.91 -0.02  0.2261
H 1.66 0.46 -1.51  0.1517
H 0.61 -1.86 -1.40  0.3698
H 1.28 -2.27 0.14  0.3725
N 2.81 0.34 0.28  -0.8715
C -0.21 -0.17 1.40  -0.4364
H -2.35 1.78 0.10  0.2157
H -1.33 1.69 -1.34  0.2086
C 0.37 -0.45 0.04  0.0998
H 3.41 1.15 0.32  0.3750
C -2.19 -0.89 -0.21  -0.6040
H 0.25 0.61 1.99  0.2169
H 3.18 -0.58 0.06  0.3661
C 1.57 0.61 -0.42  -0.2140
H -0.67 2.31 0.18  0.2067
H -0.56 -1.01 1.98  0.2166
H -2.48 -0.78 -1.25  0.1980
N 0.56 -1.79 -0.39  -0.8485
C -1.34 1.57 -0.26  -0.6065
H -3.04 -0.64 0.43  0.2001
C -0.95 0.17 0.13  -0.0293


No. 7
C6H14N2 | ωB97M-V with the def2-TZVPD basis set

Properties
Energy (Eh): -346.44996
SMILES: [H]/N=C/NCCCCC
Relative energy (zero: lowest compared OMol25 entry of this formula, charge and spin) (eV): 2.101
Charge: 0
HOMO energy (eV): -8.7

Each line ends with the natural charge from an NBO analysis.
CARTESIAN COORDINATES (ANGSTROEM)
H -0.96 3.28 0.54  0.2055
H 1.62 -1.65 0.37  0.3987
N 1.91 -3.96 0.68  -0.7592
H -0.25 -3.88 0.46  0.1499
H -1.21 0.75 1.02  0.2116
H -0.64 -1.07 -0.83  0.1751
H 1.19 1.75 0.56  0.2153
C -0.35 0.25 0.80  -0.4110
C -0.45 -1.20 0.25  -0.1992
H -1.00 1.06 -1.66  0.1947
H 0.06 0.14 1.77  0.2074
C -0.29 1.92 -1.12  -0.4125
C 0.53 1.17 -0.09  -0.4098
H -1.32 -1.75 0.75  0.2035
N 0.72 -1.96 0.49  -0.6223
H 0.29 2.18 -2.14  0.2174
C 0.76 -3.34 0.57  0.2947
H 1.22 0.55 -0.78  0.2004
H 1.90 -4.94 0.82  0.3482
C -1.04 3.13 -0.62  -0.6507
H -0.62 4.16 -0.97  0.2149
H -2.07 3.38 -0.87  0.2274


No. 8
C6H14N2 | ωB97M-V with the def2-TZVPD basis set

Properties
Energy (Eh): -346.42218
SMILES: C=C[C@@](C)(CC)NN
Relative energy (zero: lowest compared OMol25 entry of this formula, charge and spin) (eV): 2.857
Charge: 0
HOMO energy (eV): -9.1

Each line ends with the natural charge from an NBO analysis.
CARTESIAN COORDINATES (ANGSTROEM)
H 0.92 2.09 -0.56  0.2084
N -2.05 0.84 -1.57  -0.6773
H 1.98 1.18 1.43  0.1926
C 1.22 0.63 1.95  -0.4371
H 1.43 0.38 2.98  0.1995
C 0.12 0.16 1.34  -0.1351
H -1.27 -1.57 -0.50  0.2228
H 1.71 -1.89 0.29  0.2031
C 0.67 -2.06 0.57  -0.6330
H 1.83 0.61 -0.85  0.2170
H -0.76 -0.17 1.88  0.2113
N -1.54 0.85 -0.24  -0.4694
C -0.19 0.27 -0.15  0.0258
C -0.26 -1.18 -0.58  -0.3641
H -3.06 0.82 -1.52  0.3570
H 0.42 -3.09 0.29  0.1990
C 0.85 1.07 -0.93  -0.6345
H -1.76 1.65 -2.12  0.3314
H 0.16 -1.35 -1.56  0.2125
H -1.53 1.79 0.17  0.3338
H 0.58 1.09 -1.99  0.2145
H 0.53 -2.12 1.65  0.2219


No. 9
C6H14N2O | ωB97M-V with the def2-TZVPD basis set

Properties
Energy (Eh): -421.57531
Relative energy (zero: lowest compared OMol25 entry of this formula, charge and spin) (eV): 6.122
Charge: 0
HOMO energy (alpha / beta) (eV): -6.5 / -6.5

Each line ends with the natural charge from an NBO analysis.
CARTESIAN COORDINATES (ANGSTROEM)
C 1.17 0.81 0.42  -0.1389
C -1.58 -0.09 -0.38  0.1813
H 0.48 -1.49 -1.06  0.2029
H 0.51 -2.84 0.34  0.2180
O -0.47 2.53 0.17  -0.6058
H 2.54 0.59 -1.46  0.2354
H 1.90 2.25 -1.25  0.2183
H 0.41 3.00 0.03  0.4444
C 1.26 -0.76 0.84  -0.3830
H -1.36 -1.15 1.45  0.2115
H 1.04 0.96 -1.90  0.2112
C 1.70 1.16 -0.96  -0.6883
H -1.80 -2.21 0.02  0.2203
N -2.75 0.47 -0.02  -0.7889
H -3.26 1.08 -0.63  0.3986
C -1.16 -1.36 0.30  -0.4755
H -1.07 0.09 -1.38  0.2142
C 0.29 -1.74 0.00  -0.4061
H -2.96 0.44 0.91  0.3890
H 1.02 -0.97 1.93  0.2126
H 1.77 1.25 1.27  0.1913
H 2.35 -1.18 0.73  0.2065
N -0.22 1.28 0.72  -0.2689


No. 10
C6H14N2O | ωB97M-V with the def2-TZVPD basis set

Properties
Energy (Eh): -421.68599
SMILES: [H]/N=N\OC(C)(C)C(C)C
Relative energy (zero: lowest compared OMol25 entry of this formula, charge and spin) (eV): 3.110
Charge: 0
HOMO energy (eV): -9.9

Each line ends with the natural charge from an NBO analysis.
CARTESIAN COORDINATES (ANGSTROEM)
H -0.87 -2.08 -2.84  0.3152
N -0.99 -1.62 -1.01  0.1514
H 0.98 1.64 -2.03  0.2144
H -0.48 -1.84 1.22  0.2274
H 0.30 1.09 1.52  0.2056
H -0.65 1.82 -1.41  0.2171
H 2.14 -1.07 0.09  0.2172
H -0.57 -0.90 2.70  0.2084
C -0.04 -1.00 1.75  -0.6171
C 0.51 0.27 -0.42  0.2653
O 0.02 -0.69 -1.36  -0.4552
H -2.12 0.66 1.85  0.2103
N -1.36 -2.29 -1.94  -0.3307
H -2.22 -0.07 0.25  0.2207
C -0.20 0.30 0.95  -0.2361
H -1.83 1.65 0.44  0.2053
C 2.01 -0.05 -0.25  -0.6246
C -1.69 0.66 0.86  -0.6137
H 0.72 2.43 -0.47  0.2114
H 2.46 0.63 0.46  0.2105
C 0.38 1.63 -1.12  -0.6218
H 1.00 -1.21 1.97  0.2048
H 2.51 0.05 -1.21  0.2141


No. 11
C6H14N2O | ωB97M-V with the def2-TZVPD basis set

Properties
Energy (Eh): -421.64499
SMILES: [H]/N=C\OC.[H][H].C=CC.C#N
Relative energy (zero: lowest compared OMol25 entry of this formula, charge and spin) (eV): 4.225
Charge: 0
HOMO energy (eV): -9.6

Each line ends with the natural charge from an NBO analysis.
CARTESIAN COORDINATES (ANGSTROEM)
N 1.80 -1.51 -2.29  -0.3147
H -0.68 -2.78 0.41  0.2004
H 0.50 -0.45 -3.71  0.2306
H 1.00 2.98 -2.42  0.0059
C -1.94 0.86 0.80  -0.1429
H 0.63 2.45 -2.00  -0.0069
H 2.69 -1.83 1.26  0.3399
C 1.57 -0.46 0.48  0.4190
H -1.90 2.19 -0.82  0.1845
H -1.73 1.92 2.63  0.2181
C -2.24 1.25 -0.43  -0.4227
H 1.05 -3.05 0.06  0.1933
H -0.75 2.56 1.30  0.2087
H -2.30 -0.09 1.17  0.1900
N 2.65 -0.85 0.98  -0.7061
H -0.28 1.07 2.12  0.2191
H 1.48 0.57 0.16  0.1583
O 0.40 -1.10 0.29  -0.5104
C 0.33 -2.46 0.65  -0.2725
H -2.83 0.64 -1.09  0.1940
C 1.13 -0.97 -3.03  0.0859
H 0.52 -2.60 1.72  0.1781
C -1.12 1.65 1.76  -0.6496


No. 12
C6H14N2O2 | ωB97M-V with the def2-TZVPD basis set

Properties
Energy (Eh): -496.96633
Expectation value of S²: 0.750
Spin multiplicity: 2
Relative energy (zero: lowest compared OMol25 entry of this formula, charge and spin) (eV): 1.621
Charge: -1
HOMO energy (alpha / beta) (eV): 0.6 / -6.2

Each line ends with the Mulliken spin population.
CARTESIAN COORDINATES (ANGSTROEM)
C 1.70 2.04 1.11  0.2245
H -1.89 1.18 -0.91  0.0065
O -0.94 -0.85 0.43  -1.0668
C -1.33 -3.02 1.45  1.0739
C -0.66 -2.09 0.45  2.0141
O -0.22 3.56 -0.42  -0.0006
H -1.45 2.17 -2.27  -0.0288
N 0.80 1.56 0.08  -0.2068
H -2.09 -2.44 2.08  -0.1336
H 0.70 -3.49 0.23  -0.6163
H 2.29 1.22 1.50  -0.1096
H 1.01 2.40 2.01  -0.0160
C 1.23 -1.89 -1.00  1.9878
H -0.57 0.49 -1.89  0.0735
C -1.10 1.51 -1.53  -0.1090
N 0.35 -2.64 -0.19  -0.5628
H 0.55 0.52 0.16  -0.0271
C -0.16 2.32 -0.56  0.0181
H 0.73 -1.76 -1.97  0.1930
H 2.14 -2.56 -1.14  -1.1298
H 1.71 -0.88 -0.52  -0.0588
H 2.29 2.99 0.82  0.0184
H -1.80 -3.84 0.86  -0.2738
H -0.56 -3.47 2.15  -0.2702